No. 1
{
  "formula": "C3H6NO3",
  "method": "ωB97M-V/def2-TZVPD",
  "symbols": ["N", "C", "C", "O", "C", "O", "O", "H", "H", "H", "H", "H", "H"],
  "xyz": [[0.421, -1.315, -0.484], [-0.070, -0.190, 0.328], [0.334, 1.117, -0.336], [1.790, 1.366, -0.273], [-1.655, -0.252, 0.294], [-2.154, -1.390, 0.406], [-2.220, 0.859, 0.355], [-0.323, -2.006, -0.488], [1.309, -1.691, -0.181], [0.360, -0.186, 1.336], [-0.055, 1.934, 0.266], [0.072, 1.148, -1.389], [2.193, 0.606, 0.166]],
  "forces_ev_per_angstrom": [[0.02, 0.25, 0.00], [0.03, 0.14, -2.00], [1.36, 0.42, 1.11], [-0.08, -0.58, 0.02], [0.04, 0.41, 2.02], [0.17, -0.25, -0.65], [-0.03, -0.17, -0.46], [0.21, -0.22, 0.24], [-0.24, -0.19, 0.11], [-0.43, -0.09, 0.25], [-0.57, 0.08, -0.47], [-0.34, 0.02, 0.05], [-0.12, 0.18, -0.23]],
  "total_charge": -1,
  "total_energy_ha": -398.443064,
  "fmax_ha_per_bohr": 0.040,
  "smiles": "N[C@@H](CO)C(=O)[O-]",
  "e_lumo_ha": 0.141
}

=====

No. 2
{
  "formula": "C3H6NO3",
  "method": "ωB97M-V/def2-TZVPD",
  "symbols": ["C", "C", "C", "N", "O", "O", "O", "H", "H", "H", "H", "H", "H"],
  "xyz": [[-0.416, 0.465, 0.194], [-1.301, -0.710, 0.511], [3.458, 0.169, 0.270], [2.448, -0.283, -0.088], [-0.089, 1.240, 1.132], [1.391, -0.585, -0.550], [-0.409, 0.875, -1.008], [-1.515, -1.122, -0.525], [-1.063, -1.397, 1.308], [-2.291, -0.326, 0.700], [4.377, 0.484, 0.649], [-0.850, 0.286, -1.640], [0.373, 2.063, 1.036]],
  "forces_ev_per_angstrom": [[-2.23, -1.05, -0.25], [-0.26, 0.09, -2.33], [-2.67, -1.35, -0.81], [3.66, 1.91, 1.01], [0.31, -0.90, 1.83], [-1.17, -1.34, -0.16], [-0.20, 1.67, -0.80], [0.65, -0.67, 1.55], [0.52, -0.11, -0.17], [-0.32, 0.70, 0.62], [0.96, 0.22, 0.38], [0.26, -0.10, 0.08], [0.51, 0.94, -0.95]],
  "total_charge": 1,
  "total_energy_ha": -397.999076,
  "fmax_ha_per_bohr": 0.083,
  "e_lumo_ha": -0.145
}

=====

No. 3
{
  "formula": "C3H6NO3",
  "method": "ωB97M-V/def2-TZVPD",
  "symbols": ["C", "C", "O", "N", "O", "O", "C", "H", "H", "H", "H", "H", "H"],
  "xyz": [[-2.520, -0.872, -0.151], [-1.318, -1.129, 0.224], [-0.288, -0.109, 0.127], [0.974, -0.658, -0.014], [1.226, -1.811, -0.055], [1.919, 0.235, -0.061], [1.720, 1.637, -0.081], [-3.243, -1.677, 0.075], [-2.905, 0.147, -0.342], [-0.933, -2.020, 0.513], [1.729, 1.977, 1.042], [0.951, 2.058, -0.764], [2.686, 2.223, -0.514]],
  "forces_ev_per_angstrom": [[-2.51, 0.96, 0.78], [1.13, 1.69, -0.92], [1.56, -0.87, -0.16], [-1.36, 0.09, 0.14], [-0.45, 1.90, 0.09], [0.88, -1.65, -0.76], [1.61, 4.50, 1.14], [0.38, 0.59, -0.52], [0.34, -0.82, -0.36], [0.99, -2.52, 0.97], [-0.72, -0.52, -2.25], [-0.12, -0.97, 0.93], [-1.73, -2.38, 0.92]],
  "total_charge": 1,
  "total_energy_ha": -397.861548,
  "fmax_ha_per_bohr": 0.095,
  "smiles": "C=CO[N+](=O)OC",
  "e_lumo_ha": -0.236
}

=====

No. 4
{
  "formula": "C3H6NO3",
  "method": "ωB97M-V/def2-TZVPD",
  "symbols": ["C", "C", "C", "O", "N", "O", "O", "H", "H", "H", "H", "H", "H"],
  "xyz": [[-1.084, 0.250, 0.212], [0.191, 0.657, -0.439], [1.497, 0.097, 0.090], [2.105, 0.941, 1.048], [1.392, 2.043, 0.931], [1.636, 3.011, 1.517], [0.466, 2.061, -0.006], [-1.331, -0.750, -0.155], [-1.950, 0.888, 0.001], [-0.886, 0.105, 1.313], [0.167, 0.621, -1.522], [1.533, -0.869, 0.553], [2.220, -0.105, -0.751]],
  "forces_ev_per_angstrom": [[0.05, -1.22, 1.28], [0.27, 0.56, 0.92], [2.00, -3.76, -2.44], [-1.34, 0.96, -0.21], [0.58, 2.56, 0.00], [0.02, -0.28, 0.44], [-0.03, -0.09, -0.16], [-0.05, 0.01, -0.06], [0.46, 0.06, 0.10], [-0.57, 0.43, -0.94], [0.06, 0.40, -0.08], [-0.98, -0.59, 0.46], [-0.48, 0.96, 0.67]],
  "total_charge": 1,
  "total_energy_ha": -397.920976,
  "fmax_ha_per_bohr": 0.095,
  "smiles": "C[C@@H]1CO[N+](=O)O1",
  "e_lumo_ha": -0.231
}